(1)
{"formula": "C29H27N2O4", "method": "ωB97M-V/def2-TZVPD", "elements": ["H", "H", "C", "H", "C", "H", "H", "H", "C", "C", "C", "O", "C", "C", "C", "C", "H", "H", "C", "C", "H", "C", "C", "H", "C", "H", "H", "H", "H", "C", "N", "H", "C", "H", "C", "C", "H", "C", "C", "C", "O", "H", "C", "C", "C", "C", "H", "C", "C", "N", "H", "H", "H", "H", "H", "H", "H", "C", "H", "O", "O", "C"], "positions_angstrom": [[-2.5553, 2.9835, -2.9881], [-6.6961, 0.0454, 2.4321], [-0.1077, 2.8998, -1.1155], [0.1700, 0.8597, -1.0100], [6.5320, 3.0547, -2.2446], [0.1684, -0.6530, 0.5035], [-0.4151, -8.2098, 0.6697], [-3.4541, 2.5684, 1.0700], [0.4394, -5.6673, 1.3053], [-3.0046, 0.4567, 1.1952], [2.8402, 1.8517, -0.5625], [2.6695, 5.2504, -1.3886], [-5.6802, 0.1538, 2.0495], [0.8775, 3.3623, -0.0575], [-1.5060, -1.8747, 1.0206], [0.3560, -8.0861, 1.4470], [0.7229, 2.8398, 0.8971], [2.2723, -4.6057, 0.9130], [-3.5951, -0.8126, 1.3848], [1.1996, -4.4996, 1.0496], [-1.2063, 1.0873, -2.8588], [-0.9513, -5.5436, 1.5441], [0.5790, -3.2701, 0.9599], [-0.1035, -8.1451, 2.4464], [5.4553, 3.9347, -2.0394], [-2.6335, -4.2632, 1.6344], [0.4151, 2.8972, -2.0914], [1.1255, -8.8518, 1.3396], [-1.7675, 4.0011, -0.2870], [5.2436, 1.1961, -1.3131], [-0.5923, 1.5409, -0.9031], [7.4621, 3.4178, -2.6894], [-1.3974, 3.7103, -1.2819], [-1.5538, -6.4182, 1.7944], [4.3073, 3.4251, -1.4529], [-5.1670, 1.4302, 1.7663], [0.7991, 4.4437, 0.0774], [-3.8635, 1.5841, 1.3139], [-2.3628, 2.7100, -1.9503], [-1.6673, 1.3392, -1.8862], [1.0978, -6.8531, 1.2767], [-1.1183, 1.4839, 1.1602], [-0.8843, -0.6537, 0.7909], [-4.9063, -0.9819, 1.8275], [3.0339, 4.1129, -1.1343], [-0.8317, -3.1400, 1.1258], [1.1727, -2.3799, 0.7642], [4.2006, 2.0885, -1.0983], [-1.6060, 0.5316, 0.9405], [2.2716, 3.1259, -0.4700], [5.1185, 0.1528, -1.0274], [5.4887, 4.9884, -2.3094], [-5.2918, -1.9856, 2.0079], [-1.2160, 4.6193, -1.8648], [-2.3345, 0.5187, -1.5996], [7.2836, 1.0363, -2.0424], [-5.8018, 2.3034, 1.9056], [-1.5613, -4.3063, 1.4447], [-3.3099, 2.6753, -1.4052], [-2.8595, -1.9648, 1.1925], [2.2726, 0.7886, -0.3003], [6.4268, 1.6967, -1.8784]], "atomic_forces_ev_per_a": [[-0.16, -0.01, 0.13], [0.31, 0.04, -0.14], [-0.02, -0.14, -0.83], [-0.39, 0.43, 0.09], [-0.29, -0.28, 0.20], [-0.32, 0.15, 0.55], [0.31, 0.15, 0.22], [-0.18, -0.28, 0.23], [-0.37, -0.22, -0.11], [-1.17, -0.21, -0.21], [-0.62, -0.52, 0.21], [0.38, -1.72, 0.55], [0.30, -0.37, -0.15], [0.70, 0.03, -0.10], [-0.87, 0.11, -0.36], [0.18, 0.32, 0.02], [-0.04, 0.25, -0.22], [-0.19, 0.06, 0.00], [0.35, -0.16, -0.25], [-0.25, -0.25, 0.04], [-0.39, 0.05, 0.14], [0.52, -0.21, -0.12], [-0.56, 0.00, 0.07], [0.21, 0.08, -0.32], [0.08, -0.18, 0.07], [0.32, 0.13, -0.13], [0.00, 0.33, 0.16], [-0.28, 0.02, 0.06], [0.06, 0.05, -0.23], [-0.04, 0.20, 0.05], [-0.03, -0.58, -0.73], [-0.36, -0.11, 0.16], [0.22, -0.16, 0.37], [0.23, 0.30, -0.12], [0.65, 0.10, -0.37], [0.34, 0.19, -0.26], [-0.03, -0.14, 0.12], [0.11, -0.23, 0.45], [-0.20, 0.05, -0.01], [0.69, 0.10, -0.50], [-0.67, 0.60, 0.15], [-0.28, -0.77, -0.03], [-0.21, 0.05, 0.05], [-0.20, 0.31, -0.02], [-0.36, 1.00, -0.11], [0.44, -0.99, 0.05], [0.01, -0.29, 0.01], [0.61, -0.39, -0.32], [0.61, 0.15, 1.31], [-1.03, -0.16, 0.18], [0.18, 0.21, -0.13], [0.14, -0.25, -0.01], [0.14, 0.30, -0.07], [-0.12, -0.19, 0.16], [0.12, 0.12, -0.04], [-0.38, 0.23, 0.06], [0.17, -0.19, -0.08], [0.05, 0.03, 0.05], [0.02, 0.07, -0.25], [1.04, 0.98, 0.51], [0.64, 1.47, -0.16], [-0.10, 0.37, -0.05]], "e_homo_ha": -0.4072, "charge": 1, "homo_lumo_gap_ha": 0.2546, "multiplicity": 1}



(2)
{"formula": "C29H27N2O4ReS", "method": "ωB97M-V/def2-TZVPD", "elements": ["C", "H", "C", "H", "C", "N", "O", "C", "C", "H", "H", "C", "H", "H", "H", "C", "H", "H", "H", "O", "C", "C", "C", "C", "H", "H", "C", "H", "H", "C", "H", "S", "C", "C", "C", "C", "H", "H", "H", "C", "H", "O", "C", "C", "N", "C", "H", "H", "H", "H", "O", "C", "C", "H", "C", "C", "C", "C", "H", "C", "Re", "H", "H", "C"], "positions_angstrom": [[-0.2577, -0.1747, -3.2359], [0.2504, -3.5705, 0.4669], [0.6459, -1.4376, -5.0841], [-1.3167, -2.3168, 3.8602], [0.4973, -2.6122, -4.3595], [-0.9288, 1.2597, -1.4379], [-0.7530, -1.3886, 1.7083], [3.4184, -1.0704, -0.6586], [0.4275, -3.7557, 1.5270], [0.4894, 2.4668, 1.0053], [1.5048, -2.0074, -0.5902], [-2.9053, 3.4324, 2.1685], [1.4319, -4.1683, 1.6493], [-4.0717, 6.5661, 2.6662], [0.4966, -4.7794, 4.0657], [3.6534, 3.5811, 0.6146], [-0.5218, -5.6436, 1.9903], [5.2004, 0.0993, -0.6879], [-0.8270, 1.9535, -3.3476], [-0.8822, -1.4109, -1.2389], [2.1031, 1.2512, 0.2316], [-2.4226, 3.5851, 0.8710], [2.2762, 3.5798, 0.9075], [-0.4150, -1.3696, -2.5244], [5.3101, 2.4158, -0.0451], [1.8067, 4.4774, 1.2887], [0.2557, -0.2311, -4.5328], [-2.8155, 2.4775, 2.6666], [-1.2385, -4.6999, 4.3379], [4.1370, 0.0733, -0.4854], [0.7988, -3.5681, -4.7665], [0.4523, -2.1475, 2.3597], [-1.8016, 2.4522, 0.1843], [-3.1202, 5.8831, 0.8699], [-0.6315, -4.5883, 2.2363], [2.0348, -1.0809, -0.3924], [-2.1443, 4.9221, -0.7843], [-1.3580, -5.2430, -1.7826], [-2.0271, -4.2188, -3.0697], [-1.4583, -4.2207, -2.1382], [-1.6266, -4.2695, 1.9199], [-0.1289, -3.7431, -2.3612], [1.5309, 2.4490, 0.7269], [-3.6074, 5.7285, 2.1626], [-1.4942, 2.4750, -1.0643], [-0.3365, -2.7942, 3.8662], [0.3558, 0.6882, -5.0956], [-3.8802, 4.3907, 3.8158], [3.8968, -1.9766, -1.0072], [4.2354, 4.4812, 0.7600], [-1.5710, 1.3486, 0.9281], [1.3482, 0.0478, 0.0161], [-0.0448, -2.5872, -3.0835], [-1.9795, -3.6138, -1.3945], [3.4997, 1.2517, -0.0300], [-0.4284, -4.3126, 3.7219], [-3.5000, 4.5063, 2.8099], [-2.5287, 4.8154, 0.2207], [0.2269, -2.4514, 4.7311], [4.2480, 2.4384, 0.1658], [-0.6986, -0.1210, 0.0747], [-3.2013, 6.8388, 0.3702], [1.0640, -1.4695, -6.0803], [-0.6734, 1.1070, -2.6871]], "atomic_forces_ev_per_a": [[-0.09, 0.11, 0.04], [0.01, 0.03, 0.00], [0.00, 0.10, -0.01], [0.00, 0.02, 0.00], [-0.06, -0.01, 0.09], [-0.01, 0.13, -0.06], [0.01, -0.04, 0.02], [0.09, 0.05, 0.01], [0.05, 0.02, 0.03], [-0.05, 0.00, 0.00], [-0.01, -0.01, 0.03], [0.02, 0.01, 0.00], [-0.01, -0.01, 0.00], [0.00, 0.00, 0.00], [-0.01, 0.00, 0.00], [0.04, -0.02, -0.01], [0.00, 0.00, 0.00], [0.00, 0.00, -0.01], [-0.02, 0.01, 0.01], [-0.27, -0.24, -0.36], [0.00, -0.01, 0.02], [0.04, 0.10, -0.04], [-0.05, -0.01, 0.01], [0.07, 0.09, 0.18], [0.00, 0.01, 0.00], [-0.01, 0.00, 0.00], [0.03, -0.04, -0.07], [0.00, -0.01, 0.00], [-0.01, 0.00, -0.01], [-0.01, -0.05, -0.01], [0.00, 0.00, -0.01], [-0.09, 0.02, -0.05], [0.01, -0.05, -0.08], [0.00, 0.00, 0.00], [-0.02, 0.00, -0.01], [-0.18, -0.06, -0.02], [0.00, -0.01, 0.00], [-0.02, 0.00, 0.02], [0.01, -0.02, -0.01], [-0.07, -0.02, -0.01], [0.00, 0.00, 0.00], [0.03, -0.04, 0.11], [0.01, 0.03, 0.02], [0.00, 0.01, -0.01], [-0.02, 0.12, 0.08], [0.03, 0.01, -0.02], [0.01, -0.01, -0.01], [0.00, 0.00, 0.00], [0.00, 0.00, 0.00], [0.00, 0.00, 0.00], [-0.23, 0.00, 0.01], [0.25, 0.04, 0.02], [0.12, 0.00, -0.23], [0.02, -0.01, -0.03], [-0.01, 0.00, -0.01], [0.02, -0.01, 0.02], [-0.01, 0.02, 0.01], [-0.01, 0.00, 0.02], [0.01, -0.01, -0.01], [-0.02, 0.02, 0.01], [0.36, 0.03, 0.32], [0.00, 0.00, 0.00], [-0.01, 0.01, 0.00], [0.02, -0.27, 0.00]], "relative_energy_kcal_mol": 0.0, "e_homo_ha": [-0.3733, -0.3687], "charge": 1, "homo_lumo_gap_ha": [0.2441, 0.2330], "multiplicity": 2}



(3)
{"formula": "C29H28BF4IrN6OTe", "method": "ωB97M-V/def2-TZVPD", "elements": ["F", "N", "H", "Te", "F", "H", "C", "C", "H", "H", "N", "O", "C", "N", "C", "C", "H", "H", "H", "H", "C", "H", "H", "H", "H", "H", "F", "H", "C", "N", "C", "H", "C", "C", "H", "H", "C", "H", "C", "C", "C", "C", "H", "C", "C", "H", "C", "C", "C", "N", "H", "C", "N", "C", "F", "C", "H", "H", "C", "C", "H", "Ir", "H", "H", "H", "H", "C", "B", "C", "C", "C"], "positions_angstrom": [[-2.6174, 0.7268, -0.7904], [4.7227, 0.8247, 0.2909], [-7.2397, -2.7258, -0.4824], [-2.0021, -2.5167, -0.9068], [-1.0353, 1.8735, 0.4461], [1.2791, -2.2294, -4.7922], [2.1147, 1.2595, -2.0178], [0.0367, -6.6135, 2.1733], [-1.1171, 1.1297, -2.3476], [3.7102, 0.1149, 2.0373], [2.5908, 0.5640, 0.2639], [1.0941, -1.7525, 1.6332], [-6.6119, -3.9620, -2.1147], [0.8344, 1.0175, -1.7039], [-3.7348, -0.8049, -3.3504], [0.0349, -4.9828, 0.4116], [-4.1855, -2.1649, 1.2236], [0.6689, -3.5176, 3.3965], [0.5085, -2.6941, -2.4954], [0.4301, -5.8656, 4.1460], [-8.0041, -4.3729, -2.5004], [-0.0700, -7.6393, 2.4991], [-2.1571, -4.8002, -2.6684], [-8.1690, -5.4271, -2.2722], [-5.6773, -5.1441, -3.6380], [3.5109, 1.9183, -3.5120], [-1.9056, -0.0691, 1.2268], [-2.5330, -0.5058, -5.6896], [2.4717, 1.7369, -3.2688], [4.3594, 1.1802, -0.9565], [-5.1110, -2.7265, -0.6521], [-0.2711, -1.1399, -6.3995], [-3.0653, -4.6887, -3.2646], [3.6680, 0.4548, 1.0171], [-2.8220, -4.0528, -4.1189], [-8.7523, -3.7925, -1.9643], [-0.1573, -2.2235, -3.2059], [-4.5642, -0.8060, 0.1679], [0.3181, -5.6169, 3.0997], [0.2763, -1.9579, -4.4919], [-1.8707, -0.9985, -4.9882], [-4.0640, -3.2333, -1.4118], [-3.9845, 0.0889, -3.9211], [3.0619, 1.0075, -0.9342], [-0.0962, -6.2982, 0.8285], [-8.1695, -4.2408, -3.5697], [0.2918, 1.7860, -3.8664], [0.4233, -2.5646, 0.9373], [-1.4558, -1.8819, -2.8182], [-0.1038, -2.0462, -0.1860], [-4.4650, -1.5769, -3.6009], [-5.5161, -4.4600, -2.8118], [1.5582, 1.9924, -4.1971], [-4.2098, -4.1202, -2.4711], [-3.2535, 1.8123, 1.1285], [-6.3924, -3.1073, -1.0400], [-0.0124, -4.7580, -0.6483], [-5.8503, -1.6341, 1.0349], [-4.9134, -1.7855, 0.5032], [-0.5925, -1.3505, -5.3878], [-0.2877, -7.0759, 0.1018], [0.4445, 0.0637, 0.3482], [-0.4622, 2.0131, -4.6088], [-3.8419, -0.5577, -2.2975], [5.6916, 0.8643, 0.5666], [-3.3263, -5.6749, -3.6448], [-0.0856, 1.2936, -2.6218], [-2.2769, 1.1194, 0.5119], [0.4561, -4.3041, 2.6858], [-2.3421, -1.2477, -3.6977], [0.2990, -3.9773, 1.3394]], "atomic_forces_ev_per_a": [[0.02, -0.02, -0.12], [-0.02, -0.01, 0.01], [0.00, 0.01, 0.01], [-0.13, 0.05, 0.12], [-0.04, -0.06, -0.24], [0.01, 0.00, -0.01], [-0.08, -0.01, 0.00], [0.00, 0.02, -0.01], [-0.06, -0.02, -0.01], [-0.02, -0.01, 0.03], [0.08, 0.00, 0.02], [0.02, -0.15, 0.01], [0.01, 0.01, 0.01], [0.05, 0.01, -0.14], [-0.04, 0.02, 0.01], [0.04, -0.07, -0.11], [0.01, -0.01, -0.01], [0.01, 0.01, 0.00], [0.02, -0.01, 0.01], [-0.01, -0.01, 0.01], [-0.02, 0.00, 0.00], [0.01, -0.01, 0.01], [-0.03, -0.01, 0.00], [0.00, -0.01, 0.00], [0.01, -0.01, -0.01], [0.01, 0.00, 0.00], [0.07, -0.08, 0.00], [-0.01, 0.01, -0.01], [0.02, 0.01, 0.04], [-0.02, 0.00, -0.03], [0.00, -0.02, -0.01], [0.01, 0.00, 0.00], [0.03, -0.07, -0.03], [-0.02, -0.03, -0.02], [0.01, -0.01, 0.01], [0.00, 0.01, 0.00], [-0.04, 0.02, 0.00], [0.01, 0.00, -0.02], [-0.01, -0.02, 0.00], [0.00, 0.00, 0.03], [-0.01, 0.02, 0.04], [0.03, -0.01, -0.04], [-0.02, -0.01, -0.02], [0.07, 0.03, 0.02], [0.00, 0.01, 0.01], [0.01, 0.00, -0.01], [-0.09, -0.03, 0.02], [0.01, 0.18, -0.03], [0.01, -0.01, -0.03], [0.11, 0.07, -0.11], [-0.02, 0.01, 0.01], [0.03, -0.01, 0.02], [0.01, 0.01, -0.03], [-0.06, -0.05, -0.02], [-0.07, 0.06, 0.07], [0.01, 0.00, 0.00], [0.00, 0.05, 0.06], [0.00, 0.00, 0.00], [0.01, 0.05, 0.03], [0.01, 0.02, -0.02], [0.00, -0.01, 0.01], [0.00, 0.09, 0.32], [0.00, 0.01, -0.02], [0.00, -0.01, 0.03], [-0.01, 0.00, -0.02], [-0.01, 0.00, -0.02], [0.08, -0.01, 0.04], [0.03, -0.01, 0.12], [-0.05, 0.03, -0.01], [0.10, 0.02, -0.03], [-0.04, -0.06, 0.07]], "relative_energy_kcal_mol": 14.1, "e_homo_ha": [-0.3888, -0.4240], "charge": 1, "homo_lumo_gap_ha": [0.2782, 0.2307], "multiplicity": 6}